(a)
Molecular formula: C36H54N8O13
Method: DFT, wB97M-V/def2-TZVPD

The geometry in XYZ format:
```
111
Properties=species:S:1:pos:R:3:lowdin_charge:R:1
C 3.2840 49.3160 13.8640 0.0369
C 4.5530 49.2420 14.7420 -0.4461
C 5.7110 49.4870 13.9760 -0.1665
C 6.8850 49.7760 14.8520 -0.1137
C 6.6770 51.1620 15.4440 -0.0828
C 5.4470 51.0310 16.3480 -0.4301
N 4.3990 50.3620 15.6720 0.1087
O 3.1890 50.6550 16.2110 0.1779
C 5.0000 52.5070 16.4370 -0.0257
C 5.6670 50.6740 17.8230 0.0224
C 4.4800 47.9790 15.5920 0.0660
H 3.2680 49.9900 13.2690 -0.0101
H 2.4660 48.9680 14.4480 0.0995
H 3.0700 48.4870 13.1980 0.1231
H 5.5570 50.1240 13.1430 0.1421
H 5.9320 48.6600 13.4800 0.1031
H 7.8740 49.5820 14.2120 0.1818
H 6.8100 49.0690 15.7360 0.1198
H 6.6720 51.6560 14.6930 0.0331
H 7.4430 51.1980 16.0940 0.1061
H 4.6730 53.0660 15.4390 0.1497
H 5.7870 53.1920 16.6090 0.0892
H 4.2300 52.7610 17.0090 0.0305
H 5.9510 49.7240 18.2040 0.0282
H 4.8140 50.8790 18.6190 0.1489
H 6.6090 51.2020 18.0630 0.1201
H 5.3080 47.9940 16.2630 0.0766
H 4.5840 47.0820 15.1010 0.0989
H 3.7250 48.1150 16.3470 0.0897
N 7.8280 47.8970 19.2670 -0.5698
O 8.5490 47.0730 19.8800 -0.0540
O 7.1200 48.7530 19.9280 -0.0976
O 7.8040 48.0090 18.0350 -0.0495
C 9.0430 46.5930 25.1490 -0.0508
C 9.1350 46.9560 23.6730 -0.0510
C 8.7940 48.3080 23.2680 0.0238
C 8.6580 49.4490 24.3000 -0.0788
C 8.7870 48.9620 25.8090 0.0525
C 8.9350 47.5560 26.1980 -0.0863
N 8.4860 50.8260 24.0400 -0.3807
O 8.1570 51.6060 24.9330 0.0636
O 8.4120 51.0250 22.8180 0.0525
H 9.1670 45.5210 25.3810 0.0943
H 9.1810 46.1340 22.9950 0.0670
H 8.6910 48.6010 22.2130 0.0774
H 8.4240 49.6940 26.5540 0.0939
H 8.8560 47.3120 27.2370 0.0832
C 9.5780 43.6520 19.4260 -0.0796
C 10.9280 42.9950 19.1540 0.0192
C 11.0010 41.8020 18.2110 0.0678
C 9.7120 41.3140 17.4980 -0.1044
C 8.4500 42.0420 17.8370 0.0964
C 8.5070 43.3090 18.7030 -0.0456
N 9.7850 40.1880 16.6220 -0.3594
O 10.9070 39.7280 16.4510 0.0742
O 8.6580 39.7360 16.3480 0.0657
H 9.4990 44.4460 19.9870 0.0152
H 11.8390 43.4020 19.4670 0.0425
H 11.8230 41.3200 17.9540 0.0254
H 7.6060 41.7250 17.3940 0.0523
H 7.4720 43.7920 18.9170 0.1059
C 12.2620 46.4100 17.4810 -0.0529
C 10.7930 46.7550 17.2840 -0.0333
C 9.9140 45.9200 16.4310 0.0430
C 10.5040 44.7150 15.7450 -0.1130
C 12.0020 44.3690 15.8610 0.0598
C 12.8380 45.2050 16.8380 -0.0455
N 9.6970 43.8590 14.9390 -0.3162
O 10.3140 42.9460 14.2890 0.0154
O 8.4860 44.1800 14.6770 0.0295
H 12.7380 47.1520 18.2230 0.1016
H 10.1940 47.6530 17.7940 0.1188
H 8.9980 46.2010 16.3950 0.0102
H 12.5700 43.5550 15.2660 0.1297
H 13.7760 44.8780 16.8710 0.0245
C 13.2820 47.9890 22.0700 -0.3534
O 14.4430 48.4030 22.1680 -0.0234
N 12.9700 46.9250 21.3130 -0.2127
C 11.6440 46.3280 21.1470 -0.0493
C 14.0880 46.2760 20.5810 -0.0447
H 12.3860 48.4000 22.7010 0.1554
H 11.5860 45.4650 21.7660 0.0761
H 11.5270 45.9550 20.1520 0.0367
H 11.0740 47.3690 21.3400 0.1325
H 13.7600 45.3970 20.0880 0.0505
H 14.8180 45.8810 21.3830 0.1187
H 14.5440 47.0770 19.9790 0.0923
C 3.6070 48.2000 19.9700 -0.3052
O 3.0840 47.9550 18.8480 -0.0317
N 3.1510 49.1050 20.8300 -0.1556
C 3.8720 49.5530 21.9250 -0.1117
C 1.9440 49.9220 20.4460 -0.0076
H 4.4910 47.6970 20.2890 0.0984
H 3.8020 48.9400 22.8940 0.1103
H 3.9150 50.5560 22.1290 0.0560
H 4.9980 49.4650 21.8290 0.1056
H 0.8240 49.3870 20.5200 0.1534
H 2.0720 50.1350 19.4980 -0.0030
H 1.7210 50.7980 21.0580 0.0819
C 5.4380 44.8020 19.9410 -0.2981
O 5.1880 43.9170 19.0980 -0.0034
N 4.7890 44.8410 21.1360 -0.1834
C 5.3460 45.7640 22.2060 -0.0408
C 3.7330 43.9150 21.4350 -0.0704
H 6.0260 45.4890 19.8730 0.0267
H 6.3600 46.3220 22.0410 0.0995
H 5.3450 45.1540 23.2310 0.1117
H 4.5380 46.6810 22.3190 0.0973
H 4.0510 42.9160 21.0620 0.0936
H 2.6760 44.0210 20.9310 0.1278
H 3.6150 43.9270 22.4890 0.0556
```

## Properties
- multiplicity = 1
- HOMO (eV) = -8.719
- net charge = 0
- frontier orbital gap (eV) = 4.25
- lowest unoccupied orbital energy (eV) = -4.468

(b)
Molecular formula: C36H54N8O13
Method: DFT, wB97M-V/def2-TZVPD

The geometry in XYZ format:
```
111
Properties=species:S:1:pos:R:3:lowdin_charge:R:1
C -1.7192 3.2628 2.1439 0.0373
C -3.2113 3.1116 1.4687 -0.4069
C -3.6904 4.4041 0.9083 -0.1330
C -3.0568 4.7821 -0.4524 -0.1644
C -3.2191 3.7181 -1.4612 -0.1187
C -2.6292 2.3612 -0.9138 -0.4287
N -3.0983 2.0821 0.5050 0.0775
O -3.1049 0.8204 0.8221 0.1733
C -1.0601 2.2906 -1.0558 0.0295
C -3.1132 1.3231 -1.8431 -0.0562
C -4.1303 2.6783 2.6880 0.0027
H -0.7978 3.5652 1.6046 0.0940
H -1.5665 2.4472 2.8357 0.0745
H -1.7828 3.9573 3.0135 0.1004
H -3.5629 5.2124 1.5049 0.1041
H -4.6834 4.2675 0.7817 0.0911
H -2.1230 5.0903 -0.1864 0.0719
H -3.6836 5.8047 -0.7039 0.1827
H -2.8486 3.7889 -2.5426 0.1598
H -4.3180 3.5613 -1.6307 0.1400
H -0.6550 3.2468 -0.6629 0.0792
H -0.7265 2.2522 -2.0465 0.0297
H -0.6425 1.2503 -0.2963 0.1864
H -2.5219 0.3832 -1.5922 0.1009
H -2.9592 1.4192 -2.9133 0.1043
H -4.1042 1.0091 -1.5579 0.0750
H -5.2252 2.6527 2.5474 0.0949
H -4.0613 3.3331 3.5913 0.1099
H -3.8418 1.6324 2.9085 0.0887
N 0.1278 -0.0958 1.4678 -0.6572
O -0.4984 -0.5782 2.4097 -0.0449
O 0.3530 -0.8163 0.5294 -0.0452
O 0.6834 1.0068 1.6327 -0.0700
C -1.4026 -4.9593 -0.2364 -0.0125
C -2.6201 -5.5304 -0.8748 0.0148
C -3.8325 -4.5498 -1.0771 0.0428
C -3.6726 -3.1079 -0.7552 -0.0898
C -2.3459 -2.5819 -0.1151 0.0384
C -1.2377 -3.5243 0.1615 -0.0334
N -4.8237 -2.1630 -0.9381 -0.3207
O -5.8639 -2.7095 -1.4830 0.0122
O -4.7155 -1.0085 -0.5912 0.0459
H -0.6325 -5.4685 0.1843 0.0308
H -2.8000 -6.4303 -0.9466 -0.0239
H -4.6204 -5.2072 -1.6395 0.1319
H -2.2858 -1.5945 0.2603 0.0488
H -0.4171 -3.3262 0.9235 0.0971
C -1.2639 -2.5472 -3.3310 -0.0910
C -2.0691 -2.3070 -4.5705 0.0453
C -1.7815 -0.8946 -5.3154 0.1179
C -0.8238 0.0694 -4.6002 -0.1692
C -0.0547 -0.3103 -3.4658 0.0544
C -0.2790 -1.6864 -2.7324 -0.0021
N -0.7398 1.3330 -5.1743 -0.3810
O -0.4577 2.2742 -4.4194 0.0447
O -1.0659 1.4848 -6.3287 0.1006
H -1.4516 -3.4960 -2.8598 0.0604
H -2.8130 -2.8715 -5.0729 0.0625
H -2.4228 -0.6587 -6.0284 0.0251
H 0.4351 0.3791 -2.9516 0.0260
H 0.1537 -1.7771 -1.6810 0.0908
C 3.0159 2.9142 0.2357 -0.0316
C 3.3342 4.3937 -0.1901 -0.0231
C 3.7329 4.7119 -1.5941 0.0482
C 3.2994 3.6645 -2.7511 -0.1225
C 2.9649 2.3186 -2.3034 0.0896
C 2.8138 1.9760 -0.7600 -0.0169
N 3.4252 4.0225 -4.1043 -0.3852
O 3.2177 5.2614 -4.3809 0.0185
O 3.4991 3.1830 -4.9261 0.1117
H 2.7234 2.7344 1.2813 0.0886
H 3.6222 5.0316 0.5195 0.0175
H 3.8600 5.8467 -1.8679 0.1198
H 2.8372 1.5862 -3.0547 0.0714
H 2.6572 1.0615 -0.6871 -0.0132
C 4.5621 -1.2631 -2.9323 -0.3924
O 5.3466 -0.7813 -2.1488 0.0071
N 3.6056 -2.1639 -2.6431 -0.1374
C 2.8789 -2.9387 -3.7245 -0.0559
C 3.1088 -2.5086 -1.2699 -0.0502
H 4.6938 -1.0734 -4.1203 0.1702
H 3.6499 -3.4875 -4.1221 0.0331
H 2.3309 -2.3790 -4.7065 0.1471
H 2.1801 -3.6200 -3.2891 0.0557
H 2.5619 -1.8910 -0.7109 -0.0092
H 3.9961 -2.3551 -0.5680 0.1110
H 2.5191 -3.4040 -1.0176 0.0867
C 2.0519 -0.0072 7.4203 -0.3488
O 2.0264 0.4827 8.5523 0.0009
N 1.5263 0.5150 6.3151 -0.1944
C 1.2727 -0.2977 5.1170 -0.0072
C 1.4376 1.9481 6.2505 -0.0548
H 1.8752 -1.0138 7.2652 0.1068
H 0.4850 -0.7009 5.4073 0.0012
H 2.0482 -1.0235 4.8003 0.0794
H 1.2244 0.5405 4.1934 0.1513
H 1.6012 2.5241 7.0504 0.0313
H 0.3649 2.2756 5.9098 0.1179
H 2.0145 2.2675 5.3378 0.0979
C 2.7048 -5.3925 1.9558 -0.2576
O 1.9846 -5.4133 0.8715 -0.0835
N 2.7223 -4.3055 2.7107 -0.1982
C 3.3487 -4.3991 3.9991 -0.0969
C 2.1862 -3.0253 2.3126 -0.0097
H 3.0918 -6.3320 2.2490 0.1241
H 3.4005 -3.3892 4.6939 0.1308
H 4.4348 -4.8702 4.1816 0.1203
H 2.7514 -5.1313 4.5906 0.0779
H 2.5493 -2.2920 3.0212 0.0682
H 1.1753 -2.9939 2.4690 0.0570
H 2.6610 -2.8623 1.3165 0.0983
```

## Properties
- multiplicity = 1
- HOMO (eV) = -8.838
- net charge = 0
- frontier orbital gap (eV) = 4.86
- lowest unoccupied orbital energy (eV) = -3.973

(a) is preferred energetically. Next in line: 48.1 kJ/mol higher.

(a)
Molecular formula: C22H44Br22
Method: DFT, wB97M-V/def2-TZVPD

The geometry in XYZ format:
```
88
Properties=species:S:1:pos:R:3:lowdin_charge:R:1
Br 1.8293 -19.8684 23.6222 0.6113
C 0.3705 -20.1182 22.2784 -0.6361
C 0.9577 -20.4297 20.9099 -0.6933
Br -0.4120 -21.0915 19.6179 0.5902
H -0.3353 -19.2878 22.2639 0.0544
H -0.2722 -20.9405 22.5930 0.0489
H 1.7702 -21.1544 20.9621 0.0519
H 1.4460 -19.5256 20.5461 -0.0203
Br 1.5226 -18.0752 14.2470 0.5407
C 3.5030 -17.6609 14.0928 -0.6828
C 3.9410 -18.0542 12.7276 -0.7002
Br 5.8876 -18.0522 12.5293 0.6158
H 4.0252 -18.2561 14.8419 0.0272
H 3.5078 -16.6115 14.3875 -0.0707
H 3.5065 -17.2821 12.0927 0.0572
H 3.6433 -19.0517 12.4044 0.0512
Br 3.3134 -17.1946 21.5355 0.6410
C 3.8265 -16.6316 19.6827 -0.6562
C 2.5475 -16.3994 18.9589 -0.7016
Br 2.9381 -16.0218 17.0207 0.6427
H 4.4724 -17.4180 19.2924 -0.0260
H 4.3340 -15.6820 19.8525 -0.0155
H 2.0119 -15.5254 19.3294 0.0300
H 1.9004 -17.2764 18.9401 -0.1090
Br 2.2468 -16.0379 26.2862 0.6131
C 3.7824 -16.5992 25.1711 -0.6823
C 4.4871 -15.3404 24.6696 -0.6695
Br 6.1686 -15.6496 23.6972 0.6668
H 3.4913 -17.1208 24.2593 -0.0343
H 4.4182 -17.2180 25.8043 0.0192
H 4.7975 -14.7487 25.5308 0.0461
H 3.8661 -14.7555 23.9911 0.0317
Br 4.6211 -23.7670 17.4814 0.6184
C 4.3500 -21.8144 17.7326 -0.6900
C 2.9496 -21.5153 17.4865 -0.6176
Br 2.6193 -19.5123 17.6386 0.6511
H 5.0147 -21.4170 16.9656 0.0486
H 4.6476 -21.5332 18.7428 0.0125
H 2.2708 -22.0628 18.1403 0.0412
H 2.6697 -21.7969 16.4714 0.0629
Br 3.9953 -14.0410 13.6158 0.6464
C 5.5770 -14.4477 14.7225 -0.6972
C 6.3837 -13.1569 14.7598 -0.6412
Br 7.5512 -13.1724 13.1432 0.5705
H 6.0950 -15.3412 14.3741 0.0261
H 5.2490 -14.9015 15.6576 -0.0280
H 7.0348 -13.1128 15.6328 0.0502
H 5.8237 -12.2336 14.6111 0.0314
Br 5.7953 -19.4997 20.5654 0.7072
C 6.6342 -19.0780 22.2757 -0.6785
C 5.8903 -19.6622 23.4169 -0.6971
Br 6.5828 -19.2482 25.2168 0.6228
H 6.8300 -18.0062 22.3068 0.0014
H 7.6178 -19.5371 22.3753 0.0642
H 5.8274 -20.7489 23.3597 0.0612
H 4.8684 -19.2830 23.4161 -0.0113
Br 6.9561 -15.8501 17.9739 0.6567
C 6.8805 -17.6649 17.1505 -0.6507
C 8.2324 -17.7762 16.4218 -0.6828
Br 8.0787 -19.5021 15.5446 0.6308
H 5.9324 -17.7070 16.6144 0.0306
H 6.7618 -18.4218 17.9258 0.0065
H 9.0456 -17.8194 17.1463 0.0597
H 8.3514 -16.9430 15.7292 0.0525
Br 4.4662 -13.1376 21.1597 0.6277
C 6.3003 -12.6142 20.6564 -0.6350
C 7.2983 -13.7354 21.0266 -0.7068
Br 9.0117 -13.5152 20.0248 0.5613
H 6.5907 -11.7173 21.2035 0.0592
H 6.4230 -12.4330 19.5886 0.0438
H 6.8619 -14.6805 20.7034 -0.0192
H 7.6026 -13.7970 22.0714 0.0028
Br -0.5186 -17.5117 19.4200 0.7099
C -1.1658 -17.1048 17.6005 -0.6522
C -1.5293 -18.3768 16.8858 -0.6589
Br -1.9683 -17.9813 14.9617 0.5709
H -0.5095 -16.5137 16.9618 0.0467
H -2.1109 -16.5680 17.6826 0.0523
H -2.3719 -18.8509 17.3891 0.0598
H -0.7005 -19.0741 17.0079 0.0195
Br -1.8353 -13.0465 16.8020 0.6749
C -1.0364 -13.1490 18.5180 -0.7673
C 0.4343 -12.7447 18.3890 -0.6454
Br 1.0371 -12.5348 20.2637 0.5949
H -1.0835 -14.1776 18.8757 0.0340
H -1.5159 -12.4792 19.2318 0.0448
H 0.5732 -11.8098 17.8461 0.0547
H 1.0898 -13.4865 17.9328 0.0276
```

## Properties
- multiplicity = 1
- HOMO (eV) = -10.085
- net charge = 0
- frontier orbital gap (eV) = 10.19
- lowest unoccupied orbital energy (eV) = 0.103

(b)
Molecular formula: C22H44Br22
Method: DFT, wB97M-V/def2-TZVPD

The geometry in XYZ format:
```
88
Properties=species:S:1:pos:R:3:lowdin_charge:R:1
Br -4.2897 9.5328 -3.1902 0.5312
C -2.6150 9.5378 -2.0752 -0.6000
C -2.1573 8.0165 -2.0544 -0.6317
Br -3.6186 6.8212 -1.3345 0.5061
H -2.8651 9.9080 -1.0810 0.0462
H -1.8260 10.1744 -2.4756 0.0589
H -1.2439 7.7909 -1.5040 0.0489
H -1.9711 7.8679 -3.1180 0.0406
Br -1.6272 -9.5775 2.8315 0.5497
C 0.2161 -9.5954 1.9851 -0.6243
C 0.5479 -8.1081 1.7433 -0.7400
Br 2.2998 -8.0217 0.8938 0.6107
H 0.2394 -10.1059 1.0223 0.0521
H 0.9559 -10.0451 2.6473 0.0540
H 0.5517 -7.4626 2.6216 0.0477
H -0.2055 -7.5182 1.2213 0.0498
Br 4.8160 -4.4643 5.0900 0.5972
C 4.8203 -2.7143 4.2026 -0.6996
C 4.4540 -1.5708 5.1331 -0.6926
Br 4.3814 0.1572 4.1926 0.5877
H 4.1341 -2.7715 3.3577 0.0509
H 5.8215 -2.6194 3.7821 0.0507
H 5.1348 -1.4492 5.9756 0.0531
H 3.5001 -1.7745 5.6196 0.0525
Br 6.5884 -6.4648 -6.7693 0.5488
C 6.2579 -5.8239 -4.8679 -0.6510
C 6.2722 -4.3367 -4.8667 -0.6749
Br 5.8376 -3.6149 -3.0349 0.5570
H 7.0904 -6.1776 -4.2596 0.0535
H 5.4252 -6.3998 -4.4640 0.0568
H 5.5897 -3.9455 -5.6212 0.0527
H 7.2804 -4.0365 -5.1522 0.0569
Br -5.9636 -4.2399 2.0395 0.5389
C -5.4370 -3.7402 3.9496 -0.6123
C -6.6702 -3.1760 4.5902 -0.6568
Br -6.2642 -2.3275 6.3998 0.5233
H -4.6373 -3.0045 3.8630 0.0528
H -5.0486 -4.6187 4.4648 0.0606
H -7.5444 -3.8237 4.6565 0.0596
H -7.0256 -2.2906 4.0633 0.0338
Br 2.7012 9.3934 5.8301 0.5253
C 1.6255 7.9458 4.9351 -0.6318
C 2.3304 7.3444 3.6731 -0.6012
Br 2.5712 8.8100 2.3026 0.5170
H 0.6870 8.3795 4.5899 0.0446
H 1.4261 7.2326 5.7349 0.0474
H 1.7256 6.5759 3.1918 0.0511
H 3.3278 6.9405 3.8469 0.0474
Br -9.8368 4.3355 3.4926 0.5565
C -8.3571 2.9634 3.4087 -0.6684
C -7.0193 3.5299 3.7509 -0.6786
Br -5.5863 2.1754 3.4783 0.5749
H -8.4199 2.4110 2.4712 0.0538
H -8.5767 2.1264 4.0715 0.0540
H -6.8664 3.9195 4.7573 0.0563
H -6.7377 4.4169 3.1835 0.0517
Br 8.4653 1.2550 0.5765 0.5556
C 7.3722 2.5809 -0.4828 -0.6754
C 7.7525 3.9582 -0.1332 -0.7086
Br 6.9565 5.2147 -1.4269 0.6071
H 6.3012 2.4582 -0.3217 0.0606
H 7.4777 2.2341 -1.5107 0.0502
H 8.8339 4.0480 -0.0304 0.0542
H 7.3343 4.2660 0.8251 0.0569
Br -1.6712 3.4700 -6.8507 0.5685
C -3.1265 2.2503 -6.2764 -0.7218
C -3.7135 1.4201 -7.3573 -0.7039
Br -4.6235 -0.0323 -6.4520 0.6455
H -3.8771 2.9151 -5.8488 0.0570
H -2.6489 1.5877 -5.5547 0.0330
H -2.8978 0.9479 -7.9048 0.0502
H -4.3428 1.9427 -8.0776 0.0715
Br -0.1769 -3.8697 -4.7663 0.5429
C -0.6266 -5.8473 -4.4398 -0.5662
C -2.1169 -5.7318 -4.1068 -0.7382
Br -3.0882 -7.4466 -3.9299 0.5680
H -0.0108 -6.3540 -3.6967 0.0639
H -0.4123 -6.4263 -5.3381 0.0537
H -2.7496 -5.1997 -4.8171 0.0331
H -2.2149 -5.1630 -3.1822 0.0436
Br 1.0998 2.4550 -0.8099 0.5914
C 0.0077 1.0379 0.0477 -0.6791
C 0.3793 -0.2666 -0.5570 -0.7348
Br -0.4508 -1.8124 0.3034 0.5974
H -1.0515 1.1586 -0.1794 0.0644
H 0.2136 1.1251 1.1145 0.0544
H 1.4403 -0.4929 -0.4506 0.0474
H -0.0329 -0.1700 -1.5614 0.0577
```

## Properties
- multiplicity = 1
- HOMO (eV) = -9.911
- net charge = 0
- frontier orbital gap (eV) = 9.78
- lowest unoccupied orbital energy (eV) = -0.127

(a) is preferred energetically. Next in line: 247.8 kJ/mol higher.